(1)
Entry from OMol25: C3H6F2N2 in the gas phase (the ωB97M-V functional and the def2-TZVPD basis).

Results
Orbital gap (eV): 11.059
F_max (Eh/bohr): 0.0658
Energy relative to the best compared isomer or geometry (same formula, charge and spin) (eV): 0.626
SMILES: F[C@@H]1NC[C@@H](F)N1

Each line ends with the Mulliken charge.
Positions of all 13 atoms, in Å:
F1 -1.439746 -1.241340 -0.266619  -0.3660
F2 1.992837 1.272577 -0.902009  -0.3018
N1 0.813817 -0.787086 -0.789984  -0.4515
N2 -0.120559 1.228925 0.188241  -0.3940
C1 0.641936 0.814947 -0.902648  0.0520
C2 -0.104467 -1.110689 0.212806  0.2758
C3 -0.143217 0.100748 1.112045  -0.9388
H1 -1.125885 1.417905 0.133968  0.3656
H2 0.768305 -1.250037 -1.779122  0.2931
H3 -0.001812 -1.949542 0.863396  0.3510
H4 -1.026262 0.141612 1.673676  0.4433
H5 0.662207 0.073566 1.790365  0.3315
H6 0.218952 1.008431 -1.910021  0.3400

Atoms 1-6, force components in eV/Å:
-0.223 -0.206 -0.484
-1.732 -0.028 0.260
-0.352 1.838 -1.966
-0.176 -0.107 1.165
1.075 -2.550 -1.942
-1.094 0.423 0.439


(2)
Entry from OMol25: C3H6F2O in the gas phase (the ωB97M-V functional and the def2-TZVPD basis).

Results
Orbital gap (eV): 11.650
F_max (Eh/bohr): 0.0800
Energy relative to the best compared isomer or geometry (same formula, charge and spin) (eV): 0.830
SMILES: OC(CF)CF

Each line ends with the Mulliken charge.
Positions of all 12 atoms, in Å:
F1 -1.598226 -1.237018 -1.213184  -0.3361
F2 2.194656 1.099446 0.482788  -0.2843
O1 0.928652 -0.893947 -0.989147  -0.5195
C1 0.152238 0.155950 -0.359754  0.2424
C2 -1.245059 -0.425431 -0.090877  -0.3784
C3 0.893255 0.697621 0.848464  -0.4822
H1 0.948397 0.041900 1.707709  0.3082
H2 -1.212335 -1.037232 0.738977  0.3649
H3 0.131903 0.995304 -1.065603  0.1841
H4 0.249106 -1.479294 -1.228792  0.3424
H5 0.500843 1.617475 1.292482  0.2823
H6 -1.943430 0.465225 -0.123063  0.2764

Atoms 1-6, force components in eV/Å:
0.121 0.521 0.881
-0.605 -0.654 -0.064
0.853 1.921 1.522
1.086 -0.400 -0.905
-0.096 2.960 -2.858
0.540 0.922 0.653


(3)
Entry from OMol25: 2 unconnected molecules or ions with the total composition C3H6F2O2 (the ωB97M-V functional and the def2-TZVPD basis).

Results
Orbital gap (spin up / spin down) (eV): 8.644 / 8.449
F_max (Eh/bohr): 0.1205
Energy relative to the best compared isomer or geometry (same formula, charge and spin) (eV): 5.007

Each line ends with the Mulliken charge.
Positions of all 13 atoms, in Å:
F1 2.738015 0.337590 0.887988  -0.3028
F2 -0.031949 -0.952326 -1.167540  -0.2081
O1 -0.968948 0.512505 0.327648  -0.2830
O2 0.396164 -1.385310 1.008396  -0.4941
C1 -0.089436 -0.434217 0.105966  0.5206
C2 -2.408751 0.132191 -0.068037  -0.6090
C3 2.065197 0.726866 -0.258560  -0.2673
H1 1.367902 -1.198454 1.125643  0.4535
H2 -2.311650 -0.489647 -1.079787  0.3118
H3 2.734657 0.253024 -1.015611  0.1763
H4 -2.750020 1.091898 -0.148041  0.2210
H5 -2.905400 -0.434640 0.651674  0.2925
H6 2.164224 1.840514 -0.369743  0.1888

Atoms 1-6, force components in eV/Å:
-0.107 -0.139 1.210
-1.335 0.104 1.049
-1.357 -2.362 0.174
-0.814 1.925 -0.730
6.036 0.713 -1.210
3.456 -1.922 -2.940


(4)
Entry from OMol25: 2 unconnected molecules or ions with the total composition C3H6F3NO (the ωB97M-V functional and the def2-TZVPD basis).

Results
Orbital gap (spin up / spin down) (eV): 8.041 / 8.042
F_max (Eh/bohr): 0.0794
Energy relative to the best compared isomer or geometry (same formula, charge and spin) (eV): 3.622

Each line ends with the Mulliken charge.
Positions of all 14 atoms, in Å:
F1 2.285677 0.423121 1.426281  -0.2702
F2 2.112386 1.100819 -0.666037  -0.2518
F3 2.487511 -1.058862 -0.213102  -0.2765
O1 -1.327802 0.393366 0.160055  -0.3504
N1 -0.664814 -1.689812 1.028408  -0.4385
C1 -1.240342 1.397484 -0.916271  -0.5440
C2 -0.622982 -0.746882 0.055022  -0.1403
C3 1.779513 0.092378 0.199304  0.2915
H1 -1.142393 0.847309 -1.838890  0.3377
H2 0.119760 -2.443595 1.094087  0.3343
H3 -0.320700 -0.991934 -0.871508  0.5428
H4 -0.859732 -1.283609 1.946054  0.2791
H5 -0.397770 2.170964 -0.777558  0.2260
H6 -2.208318 1.789255 -0.625849  0.2601

Atoms 1-6, force components in eV/Å:
0.226 -0.036 -0.540
0.555 -0.270 0.279
0.036 1.003 0.268
1.128 -1.815 0.787
0.945 -0.609 0.715
0.558 -0.032 1.919